DFT (the ωB97M-V functional and the def2-TZVPD basis) results for 15 unconnected molecules or ions with the total composition C42H87N9O6.

Each line ends with the Mulliken charge.
CARTESIAN COORDINATES (ANGSTROEM)
C 6.229 0.945 -0.607  -0.1582
O 6.392 1.429 0.692  -0.5928
H 6.934 0.148 -0.873  0.2993
H 5.176 0.564 -0.621  -0.3182
H 6.300 1.757 -1.364  0.2898
H 5.760 0.923 1.237  0.3684
C 3.382 0.862 -3.478  0.3851
O 3.403 -0.360 -4.215  -0.4924
H 2.345 1.076 -3.260  -0.3682
H 3.913 0.794 -2.505  -0.2414
H 3.727 1.771 -4.012  0.4639
H 4.240 -0.594 -4.623  0.2475
C -0.313 -3.298 0.358  0.8234
O -0.548 -4.368 1.263  -0.4796
H -1.200 -2.764 0.070  -0.4238
H 0.338 -2.543 0.816  -0.3499
H 0.236 -3.631 -0.547  0.0673
H -0.557 -5.209 0.804  0.2995
C 3.414 -2.179 -0.596  -0.8280
O 2.783 -1.307 0.317  1.0528
H 4.244 -2.627 -0.065  0.4016
H 2.770 -3.033 -0.872  0.0328
H 3.683 -1.629 -1.496  0.2263
H 2.073 -0.818 -0.153  -0.4240
C -0.664 0.106 -0.563  0.6369
O 0.602 -0.246 -1.133  0.9969
H -0.666 1.107 -0.078  -0.4162
H -1.463 0.042 -1.317  -0.5619
H -0.913 -0.540 0.255  -0.2916
H 0.580 0.049 -2.055  -0.3940
C 4.160 -0.216 3.226  -0.6073
O 4.900 -0.508 2.073  -0.6960
H 3.990 -1.110 3.834  0.2281
H 4.793 0.479 3.772  0.4305
H 3.208 0.255 2.978  0.0833
H 4.297 -0.743 1.344  0.3764
C -1.073 -3.122 -3.599  -1.2098
C 0.364 -2.608 -3.494  1.4592
C 1.381 -3.748 -3.677  -0.4416
C 1.279 -4.373 -5.015  0.0554
N 1.121 -4.902 -6.002  -0.4652
H -1.816 -2.373 -3.329  -0.0346
H -1.278 -3.943 -2.883  0.3387
H -1.291 -3.469 -4.610  0.4674
H 0.571 -2.175 -2.508  -0.8592
H 0.557 -1.802 -4.226  0.1232
H 1.212 -4.549 -2.944  0.2878
H 2.393 -3.362 -3.519  0.3328
C -3.503 -2.767 2.194  0.2817
C -4.481 -3.914 2.366  -0.7009
C -5.975 -3.590 2.289  -0.5256
C -6.372 -2.857 1.098  0.3106
N -6.686 -2.334 0.104  -0.4592
H -2.440 -3.008 2.251  -0.2205
H -3.740 -1.956 2.894  0.4114
H -3.726 -2.262 1.256  -0.3392
H -4.339 -4.394 3.305  0.4065
H -4.253 -4.699 1.656  0.3077
H -6.199 -2.961 3.142  0.2743
H -6.590 -4.510 2.309  0.3182
C -2.105 5.101 -2.460  -1.2207
C -1.123 4.265 -3.340  -0.1280
C 0.296 4.098 -2.701  1.0374
C 0.964 5.410 -2.474  0.0726
N 1.490 6.416 -2.305  -0.5440
H -2.176 4.739 -1.429  0.1595
H -3.097 5.104 -2.907  0.4475
H -1.800 6.150 -2.482  0.3952
H -0.926 4.647 -4.348  0.3807
H -1.463 3.212 -3.520  -0.1376
H 0.881 3.545 -3.400  0.2648
H 0.212 3.594 -1.717  -0.7302
C -1.949 -0.232 -8.250  -1.4933
C -1.665 -0.287 -6.751  0.2868
C -0.850 0.888 -6.269  -0.9563
C -0.427 0.754 -4.882  0.3576
N -0.050 0.611 -3.815  -0.6414
H -0.977 -0.288 -8.787  0.3347
H -2.438 0.669 -8.611  0.3581
H -2.495 -1.123 -8.608  0.3787
H -1.099 -1.196 -6.550  0.1517
H -2.593 -0.325 -6.166  0.1167
H -1.433 1.812 -6.310  0.3432
H 0.023 1.164 -6.868  0.4101
C 2.484 -3.788 2.803  -0.8077
C 1.660 -3.797 4.092  -0.7385
C 0.321 -3.124 3.925  -0.2563
C 0.407 -1.739 3.503  0.0779
N 0.520 -0.677 3.086  -0.0692
H 3.483 -4.231 2.874  0.4909
H 2.599 -2.783 2.387  -0.0548
H 1.958 -4.357 2.063  0.2869
H 2.290 -3.209 4.766  0.2434
H 1.555 -4.813 4.451  0.4356
H -0.154 -3.138 4.923  0.4619
H -0.250 -3.739 3.240  -0.1112
C 3.233 3.623 0.114  -1.6141
C 2.684 2.473 0.896  0.9515
C 1.470 2.821 1.731  0.6677
C 0.359 3.332 0.966  -0.3116
N -0.484 3.766 0.305  -0.3687
H 2.482 3.948 -0.582  0.2332
H 4.178 3.344 -0.354  0.3274
H 3.482 4.477 0.722  0.4246
H 3.507 2.152 1.518  0.2878
H 2.374 1.723 0.171  -0.4052
H 1.671 3.586 2.491  0.7902
H 1.167 1.964 2.327  -0.8812
C -4.188 -1.166 -1.530  -1.0895
C -3.862 0.018 -2.441  0.9409
C -5.024 0.961 -2.611  -0.7903
C -6.138 0.538 -3.526  0.1084
N -6.904 0.131 -4.258  -0.4383
H -3.310 -1.723 -1.204  -0.0054
H -4.946 -1.823 -1.969  0.5026
H -4.648 -0.763 -0.603  0.3995
H -3.424 -0.348 -3.370  -0.0932
H -3.109 0.652 -1.974  -0.2316
H -4.738 1.913 -3.016  0.3543
H -5.415 1.197 -1.635  0.4281
C 2.426 1.897 8.400  -1.1817
C 2.622 0.753 7.438  -0.5311
C 1.395 0.502 6.483  0.1972
C 0.961 1.584 5.581  0.2063
N 0.632 2.444 4.875  -0.4289
H 3.314 2.054 8.995  0.3679
H 1.622 1.614 9.096  0.2863
H 2.140 2.790 7.865  0.3351
H 2.758 -0.182 8.006  0.3653
H 3.493 0.907 6.799  0.2723
H 0.553 0.184 7.125  0.3873
H 1.666 -0.368 5.885  -0.3085
C -2.504 1.448 2.430  -0.1209
C -2.837 2.892 2.545  -0.3595
C -2.027 3.548 3.666  0.4157
C -2.157 4.940 3.953  -0.0592
N -2.201 6.055 4.150  -0.4706
H -2.578 0.872 3.358  0.4210
H -1.462 1.324 2.118  -0.4740
H -3.193 0.956 1.733  0.2164
H -3.918 2.950 2.765  0.4657
H -2.740 3.383 1.578  0.0830
H -0.978 3.353 3.522  -0.4297
H -2.133 3.062 4.642  0.3692

Cartesian forces (eV/Å) of the 2 atoms listed first:
-1.43 -0.03 -0.49
0.26 0.43 0.55

Results
E_HOMO ... -9.884 eV
LUMO energy ... -0.085 eV
Orbital gap ... 0.3601 Ha

DFT (the ωB97M-V functional and the def2-TZVPD basis) results for 14 unconnected molecules or ions with the total composition C14H56N28O14.

Each line ends with the Mulliken charge.
CARTESIAN COORDINATES (ANGSTROEM)
C 0.997 -3.471 -4.102  0.4974
O 1.371 -2.866 -5.115  -0.7651
N 1.382 -3.078 -2.865  0.0401
N -0.036 -4.338 -4.104  -0.4315
H 2.194 -2.451 -2.883  0.0397
H 1.094 -3.501 -2.001  0.0534
H -0.150 -5.117 -3.482  0.2028
H -0.361 -4.379 -5.061  0.2642
C 0.491 -3.052 4.441  0.1008
O 1.481 -3.742 4.245  -0.6856
N -0.285 -2.528 3.457  -0.1443
N 0.018 -2.686 5.666  -0.3173
H 0.042 -2.646 2.507  0.3320
H -0.719 -1.632 3.630  0.0035
H 0.520 -3.157 6.402  0.2222
H -0.917 -2.328 5.685  0.2659
C -4.302 -1.218 -0.053  0.3362
O -5.109 -2.120 -0.267  -0.7192
N -4.785 -0.077 0.524  -0.2571
N -2.975 -1.344 0.039  0.2561
H -4.150 0.707 0.455  0.0451
H -5.753 0.148 0.662  0.2298
H -2.610 -2.269 -0.105  0.2256
H -2.408 -0.546 0.278  -0.3864
C 3.450 1.467 1.694  0.3220
O 4.100 0.489 1.348  -0.5313
N 3.950 2.366 2.624  -0.4320
N 2.166 1.720 1.393  -0.0561
H 3.445 3.234 2.620  0.1622
H 4.841 2.192 3.052  0.2301
H 1.626 2.488 1.729  0.1799
H 1.639 0.962 0.966  -0.0728
C 1.637 -0.539 5.694  0.6747
O 0.548 -0.636 6.280  -0.7302
N 2.783 -1.165 6.087  -0.3283
N 1.696 0.005 4.473  0.0699
H 2.998 -1.367 7.047  0.2441
H 3.510 -0.833 5.471  0.1715
H 0.779 0.208 4.103  -0.0670
H 2.568 0.277 4.056  0.1201
C 3.801 -0.603 -2.951  0.6862
O 3.874 -1.728 -2.457  -0.8655
N 3.454 -0.390 -4.243  -0.3682
N 3.989 0.572 -2.293  -0.3541
H 3.216 0.506 -4.622  0.2200
H 3.353 -1.325 -4.618  0.2293
H 4.136 0.557 -1.295  0.1659
H 3.794 1.454 -2.724  0.1672
C 2.875 -2.349 0.977  0.6755
O 1.739 -2.241 0.470  -0.5831
N 3.952 -2.448 0.224  -0.2583
N 3.146 -2.161 2.317  -0.0329
H 4.824 -2.412 0.724  0.2263
H 3.939 -2.022 -0.704  0.0474
H 2.213 -2.120 2.706  -0.3890
H 3.875 -2.682 2.772  0.2808
C -0.104 0.183 -0.227  0.1198
O -0.848 1.174 -0.264  0.0381
N 0.529 -0.353 -1.291  1.1264
N 0.236 -0.452 0.915  1.7002
H 0.439 0.098 -2.197  -0.2479
H 1.251 -1.015 -1.048  -0.1420
H 0.895 -1.221 0.884  -0.1063
H -0.261 -0.165 1.760  -1.3784
C -2.004 3.565 2.927  0.7151
O -3.186 3.276 2.751  -0.7710
N -0.984 2.714 2.797  -0.0460
N -1.645 4.870 2.991  -0.4156
H -0.070 2.972 3.106  0.2311
H -1.368 1.771 2.899  -0.0245
H -0.686 5.124 3.147  0.1353
H -2.373 5.553 3.103  0.2536
C -2.208 -0.798 3.719  0.2415
O -1.549 0.021 3.073  -0.4088
N -1.700 -1.480 4.792  -0.5024
N -3.368 -1.354 3.337  -0.4634
H -2.256 -2.001 5.448  0.2367
H -0.798 -1.216 5.176  0.3895
H -3.308 -2.277 3.723  0.1828
H -3.919 -1.033 2.550  0.2488
C 0.790 2.652 -3.437  0.2074
O 0.743 1.418 -3.361  -0.4109
N 0.720 3.532 -2.415  -0.3824
N 0.963 3.296 -4.612  -0.3606
H 0.555 3.135 -1.501  0.1850
H 0.473 4.415 -2.822  0.1958
H 1.135 2.720 -5.437  0.1638
H 0.820 4.243 -4.918  0.1849
C -2.909 -0.191 -3.537  0.3575
O -3.497 -0.144 -4.622  -0.7456
N -3.085 0.722 -2.582  0.1007
N -2.058 -1.199 -3.281  0.0158
H -2.202 1.014 -2.177  -0.1820
H -3.858 1.354 -2.700  0.1624
H -1.640 -1.342 -2.375  -0.0369
H -2.023 -2.005 -3.879  0.2004
C 0.890 0.091 -6.498  0.6762
O 1.134 1.229 -6.947  -0.7974
N 1.116 -1.043 -7.209  -0.3070
N 0.219 -0.156 -5.375  0.1754
H 1.008 -1.957 -6.792  0.2055
H 1.382 -0.849 -8.159  0.2074
H -0.025 0.510 -4.662  -0.0313
H 0.048 -1.143 -5.291  -0.0615
C -4.620 3.655 -0.479  0.4775
O -5.200 4.219 -1.401  -0.7145
N -3.324 3.254 -0.579  0.0956
N -5.134 3.418 0.734  -0.2229
H -2.798 3.592 -1.364  0.1452
H -2.869 2.775 0.180  -0.2793
H -5.827 4.051 1.096  0.2545
H -4.583 2.986 1.460  0.1963

Cartesian forces (eV/Å) of the 2 atoms listed first:
-0.26 1.69 1.52
0.08 -0.89 0.25

Results
E_HOMO ... -8.672 eV
LUMO energy ... -0.449 eV
Energy relative to the best compared isomer or geometry (same formula, charge and spin) ... 191.7 kcal per mole
Orbital gap ... 0.3022 Ha

DFT (the ωB97M-V functional and the def2-TZVPD basis) results for 2 unconnected molecules or ions with the total composition CH5N2S.

Each line ends with the Mulliken charge.
CARTESIAN COORDINATES (ANGSTROEM)
C -0.405 -0.004 -0.296  0.1717
N -0.683 -1.053 -0.993  -0.3215
N 0.438 0.156 0.637  -0.2154
S 0.567 1.684 1.465  0.0412
H -1.128 1.324 -0.676  0.2692
H -1.265 -0.875 -1.772  0.2902
H -0.252 -1.982 -1.243  0.2942
H 1.024 -0.532 0.988  0.2987
H 1.705 1.282 1.889  0.1717

Cartesian forces (eV/Å) of the 2 atoms listed first:
-2.28 4.35 -1.88
-0.20 -2.25 -1.99

Results
E_HOMO ... -14.127 eV
LUMO energy ... -4.628 eV
Energy relative to the best compared isomer or geometry (same formula, charge and spin) ... 57.9 kcal per mole
Net charge ... +1
Orbital gap ... 0.3491 Ha

DFT (the ωB97M-V functional and the def2-TZVPD basis) results for 2 unconnected molecules or ions with the total composition C5H13NO2.

Each line ends with the Mulliken charge.
CARTESIAN COORDINATES (ANGSTROEM)
C 0.271 1.998 0.927  -0.6698
O -0.703 2.320 -0.052  -0.5158
C 1.119 0.828 0.440  -0.2751
C 0.972 -0.401 1.333  -0.7112
C 0.956 -1.724 0.529  -0.7827
C 0.268 -1.714 -1.707  -0.6400
N -0.118 -1.734 -0.410  -0.6672
H 0.737 2.974 1.100  0.2760
H -0.193 1.661 1.856  0.2857
H -1.558 1.948 0.182  0.2831
H 0.586 0.537 -0.454  0.1934
H 2.111 1.046 0.038  0.3953
H 1.677 -0.429 2.172  0.4186
H -0.028 -0.461 1.769  0.2851
H 1.959 -1.975 0.155  0.4038
H 0.740 -2.509 1.274  0.3141
H -0.399 -1.585 -2.559  0.1857
H 1.292 -1.891 -2.053  0.2680
H -1.540 -0.511 -0.485  0.4002
H -2.554 -0.304 -1.694  0.2582
O -2.220 0.080 -0.881  -0.7054

Cartesian forces (eV/Å) of the 2 atoms listed first:
0.03 0.39 -0.07
-0.57 0.71 0.04

Results
E_HOMO (alpha / beta) ... 0.077 / -4.128 eV
LUMO energy (alpha / beta) ... 4.036 / 3.993 eV
Energy relative to the best compared isomer or geometry (same formula, charge and spin) ... 48.8 kcal per mole
Net charge ... -1
Orbital gap (alpha / beta) ... 0.1455 / 0.2984 Ha
2S+1 ... 2

DFT (the ωB97M-V functional and the def2-TZVPD basis) results for 2 unconnected molecules or ions with the total composition C4H13NO2.

Each line ends with the Mulliken charge.
CARTESIAN COORDINATES (ANGSTROEM)
C -2.194 0.742 -1.313  -1.3029
C -2.120 0.589 0.126  -0.4105
C -1.543 -0.823 0.458  -0.5886
N -0.123 -0.678 0.587  -0.2621
C 0.803 -1.331 -0.181  -0.2230
O 1.862 -2.027 0.621  -0.5517
H -2.601 -0.061 -1.854  0.4020
H -2.686 1.700 -1.649  0.2958
H -1.247 0.743 -1.769  0.3605
H -1.444 1.240 0.580  0.2600
H -2.964 0.780 0.748  0.4055
H -1.813 -1.616 -0.221  0.3928
H -1.956 -1.099 1.437  0.2392
H 0.199 0.162 1.181  0.2318
H 1.421 -0.569 -0.830  0.1958
H 0.365 -2.104 -0.775  0.2526
H 1.433 -1.908 1.481  0.3026
O 4.958 2.072 0.845  -0.6345
H 5.065 2.799 0.218  0.3210
H 4.586 1.388 0.311  0.3136

Cartesian forces (eV/Å) of the 2 atoms listed first:
-1.11 2.71 -1.75
-0.01 -2.60 1.12

Results
E_HOMO ... -8.700 eV
LUMO energy ... 0.742 eV
Energy relative to the best compared isomer or geometry (same formula, charge and spin) ... 42.7 kcal per mole
SMILES string ... CCCNCO.O
Orbital gap ... 0.3470 Ha

Values for largest force on an atom, eV Å⁻¹, ordered as above
2.82, 6.12, 5.26, 1.22, 4.06
Values for E, Ha, ordered as above
-2596.5912, -3153.9810, -548.4452, -403.4640, -365.3744